(1)
A 15-piece molecular cluster, C4H40N3O14 overall. Source: OMol25; level of theory: ωB97M-V/def2-TZVPD.

* 2S+1: 1
* energy relative to the best compared isomer or geometry (same formula, charge and spin): 0.0 kcal/mol
* charge: +1
* HOMO level: -11.60 eV
* E_LUMO: -2.5 eV

```
61
Properties=species:S:1:pos:R:3:forces:R:3
C -4.007780 0.311687 -2.305987 1.8 0.3 -0.8
C -4.300051 0.974446 -0.970622 -0.9 -1.9 1.2
C -2.991149 1.062399 -0.220758 -1.1 0.8 1.5
C -2.107607 2.052165 -0.433896 -0.2 -1.0 0.5
N -0.813439 2.047314 0.340592 -0.9 0.9 -2.5
N -2.963690 0.187670 0.880526 0.7 -0.4 -0.5
N -2.776503 -0.566445 -2.236531 -1.1 1.3 0.8
H -3.664950 1.107090 -3.004610 -1.1 -0.5 0.0
H -4.828170 -0.326011 -2.621528 -0.3 0.6 -0.5
H -4.993449 0.317071 -0.356774 1.1 0.2 -0.6
H -4.963660 1.833790 -0.966191 0.7 0.7 -0.6
H -2.292598 2.838075 -1.175790 0.5 -0.4 0.6
H -0.834457 2.552516 1.222632 0.2 0.1 0.2
H -0.394047 1.133234 0.524080 -0.5 -0.1 0.0
H -0.165612 2.501306 -0.304537 0.4 0.1 0.4
H -3.206723 -0.809196 0.712412 0.0 1.2 -0.1
H -2.109080 0.228434 1.424993 -0.1 -0.2 -0.1
H -3.116620 -1.481820 -2.014727 0.7 -0.9 -0.5
H -2.241503 -0.437378 -3.086910 -0.2 -0.8 0.2
H 1.726626 0.790723 -0.820561 -0.6 -0.4 0.3
H 1.410325 0.679202 -2.215188 -0.6 -0.5 -0.5
O 0.932199 0.572999 -1.376769 1.3 0.6 0.3
H 0.451861 -2.180453 -3.175411 0.8 -0.4 0.4
H 0.753641 -1.658551 -1.816825 0.3 0.1 0.0
O 1.111767 -2.285872 -2.455223 -1.5 0.3 -1.1
H -1.190444 -1.295371 -0.033603 -0.1 -0.3 0.4
H 0.201237 -0.874892 -0.120910 0.8 0.1 0.1
O -0.380379 -1.307589 0.512703 -0.7 0.7 -0.7
H 2.840505 -1.245822 2.851305 0.1 0.0 0.0
H 3.234640 -1.895373 1.506581 -0.4 0.0 -0.1
O 3.281452 -1.073736 2.015781 0.1 -0.1 0.4
H 3.432309 0.286645 0.891248 0.0 -0.3 -0.4
H 3.875244 -0.256330 -0.475499 0.0 -0.1 0.1
O 3.510015 0.528561 -0.055406 0.1 -0.1 0.1
H -1.928039 -3.584344 0.176117 0.0 -0.3 -0.6
H -3.385193 -3.860851 -0.200901 0.0 0.0 -0.1
O -2.600008 -3.392611 -0.506094 -0.1 0.3 0.5
H 0.587773 -4.503097 0.950111 0.0 0.0 0.4
H -0.329920 -3.327271 1.510757 0.6 -0.4 0.5
O -0.248892 -4.042633 0.867749 -0.4 -0.3 -0.9
H 3.839009 -0.251417 -3.848501 0.2 0.1 1.0
H 2.672256 -0.379858 -4.597120 -0.9 -0.1 0.9
O 2.893742 -0.330897 -3.638430 0.8 0.3 -1.9
H 0.354526 2.129641 3.441633 -0.4 -0.4 -0.1
H -1.117323 1.651139 3.128061 0.2 0.0 0.4
O -0.246511 1.784059 2.736069 0.0 0.0 0.6
H 2.016470 3.696823 0.191118 -0.1 0.0 0.1
H 2.000745 4.813427 1.243546 -0.1 0.1 -0.1
O 1.530898 4.019252 0.971082 0.1 -0.1 0.1
H 1.215363 -2.983994 -0.311811 0.1 -0.2 -0.7
H 2.644372 -2.546417 -0.981056 -0.9 -0.5 -0.4
O 2.116648 -2.669152 -0.188513 1.2 0.4 1.7
H 3.167475 2.077791 -1.685673 0.0 0.1 0.1
H 3.784158 2.871567 -0.556563 0.0 -0.2 -0.1
O 2.972350 2.791715 -1.071820 0.1 0.9 -0.3
H 0.485576 -2.597323 3.620555 -0.3 -0.4 0.3
H -0.034588 -1.802246 2.481293 -0.4 0.3 -0.1
O -0.321670 -2.491797 3.099694 0.7 0.6 0.1
H 1.555549 3.523933 3.855713 0.0 0.1 0.4
H 2.388227 2.326568 4.207823 0.0 -0.1 0.3
O 1.567104 2.767486 4.466565 0.2 0.3 -0.7
```
Positions in Å, forces in eV/Å.

(2)
C21H57N9O13P3V as an isolated structure. Source: OMol25; level of theory: ωB97M-V/def2-TZVPD.

* 2S+1: 2
* energy relative to the best compared isomer or geometry (same formula, charge and spin): 0.0 kcal/mol
* charge: -1
* HOMO level (alpha / beta): -5.03 / -5.01 eV
* E_LUMO (alpha / beta): 2.0 / 2.0 eV
* expectation value of S²: 0.800

```
104
Properties=species:S:1:pos:R:3:forces:R:3
O -0.158214 0.756513 0.264343 -0.4 -1.9 -3.4
V -0.242696 0.014520 -1.200261 1.7 2.9 1.3
O -2.078934 2.979313 -3.874315 -2.6 0.7 -0.6
C -1.025309 2.447796 -3.333018 4.3 -1.7 2.0
O -1.134256 1.831853 -2.233281 -0.8 -2.1 1.9
O 0.043396 2.664212 -3.911914 0.0 0.3 -0.2
H -1.478946 3.310603 -4.546524 -0.6 1.3 -1.8
O 3.894546 -0.204211 -2.111496 2.8 -2.1 1.6
C 2.864289 0.545622 -2.373133 -5.0 1.2 -3.5
O 2.717440 1.021656 -3.496571 1.5 0.4 0.1
O 1.908334 0.536046 -1.536965 -1.2 -0.5 2.5
H 4.196047 -0.506421 -2.971364 0.4 0.4 -0.2
O -0.728748 -2.128006 -5.169274 0.1 -0.3 -0.5
C -0.264480 -1.090331 -4.460654 -0.1 2.4 4.8
O -0.547237 -1.146031 -3.206171 0.2 0.3 1.1
O 0.340148 -0.181376 -5.034554 -0.3 -1.0 -0.5
H -0.258113 -1.619529 -5.833774 0.0 -1.1 -3.4
O 3.441292 5.866663 1.390959 -0.7 -0.2 1.1
P 2.649467 4.619782 1.589183 -0.9 0.0 1.6
N 2.812642 3.667387 0.222046 -0.2 -0.2 0.6
C 2.220697 4.199730 -1.025260 -1.4 -0.8 0.4
C 4.122750 3.015647 0.053595 -0.3 0.5 0.4
N 0.949843 4.871894 1.960672 -0.5 -0.3 -1.3
C 0.325360 6.207164 1.997901 1.0 1.1 0.7
C -0.052522 3.726702 2.061322 0.5 1.4 -0.6
N 3.110038 3.748264 3.085519 -0.9 0.5 -2.0
C 2.658481 2.393209 3.372764 0.2 0.4 -0.7
C 4.093005 4.302965 4.002226 -0.5 0.2 -1.6
H 1.377004 4.843040 -0.775396 0.3 0.6 0.1
H 1.684141 3.393623 -1.525668 0.4 -0.4 -0.3
H 2.908560 4.659365 -1.734959 0.2 0.2 0.4
H 4.936086 3.658465 0.390314 0.1 0.2 0.2
H 4.314543 2.869348 -1.009379 -0.3 -0.5 0.1
H 4.142645 2.110883 0.661140 0.2 -0.3 -0.4
H -0.695321 6.214227 2.380342 0.1 -0.6 -0.1
H 0.860821 6.906531 2.639975 0.3 -0.4 1.0
H 0.344438 6.916284 1.170333 -0.2 -1.0 -1.4
H -0.192813 3.416703 3.096845 0.7 -0.6 0.0
H -1.071009 4.024772 1.812417 0.1 0.8 -0.3
H 0.121960 2.982822 1.283953 0.5 -0.5 0.6
H 3.498970 1.700115 3.336747 0.2 -0.2 -0.1
H 2.202971 2.259207 4.353913 -0.1 0.4 0.3
H 1.923790 2.087307 2.627947 0.1 -0.1 0.0
H 4.985808 3.691418 3.871770 0.4 0.1 0.8
H 3.690731 4.379872 5.012353 0.2 -0.3 0.2
H 4.291270 5.311374 3.639024 0.3 0.0 0.2
O -2.099022 -0.865619 -0.776836 2.2 0.1 -0.7
P -3.529273 -0.996584 -0.661752 -7.2 0.4 -0.7
N -4.403086 -1.914374 -1.870222 1.6 0.1 0.4
C -3.628115 -2.960075 -2.596088 -0.4 0.4 1.5
C -5.886017 -1.983323 -2.002663 1.5 0.1 0.7
N -4.460064 0.482204 -0.798489 0.9 -0.5 1.0
C -5.498691 0.872083 0.133319 0.0 -1.7 0.6
C -4.556771 1.243170 -2.058386 1.1 -1.1 0.7
N -4.003937 -1.715089 0.813199 1.3 3.9 0.2
C -4.493190 -3.020855 0.967896 -0.2 -0.9 -0.9
C -3.432412 -1.147241 2.048920 -0.1 -1.1 0.1
H -4.085855 -3.921509 -2.363224 -0.2 -0.3 -0.4
H -2.668994 -2.990457 -2.079112 0.4 0.0 -0.7
H -3.520357 -2.783563 -3.666279 0.0 0.1 0.1
H -6.222731 -3.000794 -1.803963 0.0 -0.2 0.1
H -6.219751 -1.738053 -3.010899 0.1 0.4 0.0
H -6.323953 -1.351527 -1.229904 -0.2 0.2 -0.3
H -6.451207 1.047544 -0.366703 0.1 0.6 -0.4
H -5.732823 -0.018956 0.715838 0.0 0.1 0.5
H -5.247969 1.663685 0.839436 0.1 0.3 -0.3
H -3.632483 1.034227 -2.597026 -0.3 0.2 -0.6
H -5.470887 0.891188 -2.536513 0.0 0.2 -0.6
H -4.584718 2.316776 -1.872152 0.0 -0.1 0.1
H -5.445071 -3.018870 0.436843 0.0 -1.1 0.0
H -3.722183 -3.680708 0.570099 -0.5 -0.8 -0.2
H -4.642840 -3.319646 2.005406 -0.1 0.4 0.1
H -3.032060 -0.139071 1.942200 0.1 -0.2 -0.1
H -2.726221 -1.882229 2.435162 1.0 0.4 -0.2
H -4.145871 -1.200991 2.871226 -0.7 0.6 -0.2
O 0.531405 -1.874132 -0.424895 -0.3 -1.0 -1.0
P 1.532208 -2.716196 0.280496 1.2 0.0 1.9
N 1.993966 -1.819675 1.703429 1.4 -0.6 -1.6
C 2.959586 -0.622637 1.603842 -1.4 -0.8 -0.5
C 0.914858 -1.670969 2.659068 0.0 0.2 0.6
N 2.913762 -3.183501 -0.632284 -0.6 1.8 4.4
C 3.923296 -4.002626 0.011517 0.2 0.7 0.3
C 2.710302 -3.407589 -1.988621 -0.7 0.4 -0.9
N 0.957419 -4.265974 0.901363 -0.3 0.6 1.1
C -0.159236 -5.060882 0.368122 0.6 1.1 -1.2
C 1.610142 -4.907108 2.074414 1.2 0.8 -0.3
H 3.293909 -0.379743 2.612469 0.2 -0.3 -0.1
H 2.476741 0.252969 1.169927 -0.5 0.0 0.1
H 3.772240 -0.779802 0.894622 0.1 -0.6 0.3
H 1.296708 -1.353892 3.629516 0.5 -0.2 0.1
H 0.430474 -2.634753 2.815845 -0.2 0.1 -0.1
H 0.167699 -0.903361 2.457482 -0.1 0.0 -0.7
H 3.825139 -5.067369 -0.200103 0.0 -0.2 -0.3
H 4.875188 -3.588790 -0.321274 0.3 -0.5 -0.2
H 3.938341 -3.905089 1.097041 -0.2 0.3 0.0
H 2.136935 -4.334410 -2.007143 -0.1 -0.3 -1.3
H 2.159572 -2.516920 -2.291113 -0.3 -0.4 -1.0
H 3.662909 -3.457825 -2.515995 -0.1 -0.1 -0.1
H -1.047784 -5.041338 0.999154 0.0 0.0 0.0
H -0.371517 -4.674332 -0.628684 -0.6 0.5 0.1
H 0.102362 -6.078824 0.079237 0.4 -0.3 0.7
H 2.531427 -5.360128 1.708224 -0.2 -0.8 0.3
H 1.025955 -5.583705 2.698144 -0.6 -0.3 -0.8
H 1.999633 -4.239736 2.843197 -0.2 0.8 -0.3
```
Positions in Å, forces in eV/Å.

(3)
A 3-piece molecular cluster, C33H40BFIN4O10 overall. Source: OMol25; level of theory: ωB97M-V/def2-TZVPD.

* 2S+1: 1
* charge: +1
* HOMO level: -9.98 eV
* E_LUMO: -3.7 eV

```
90
Properties=species:S:1:pos:R:3:forces:R:3
C 1.824925 6.634263 1.321030 -0.8 -0.6 0.5
C 0.249489 7.191594 1.382563 0.4 4.7 -4.6
O -0.025625 8.253621 0.614068 0.9 -7.1 5.5
O -0.762766 6.478553 2.227454 1.4 -1.3 -3.6
C -0.973055 5.140787 1.601273 3.8 -4.8 2.4
O -0.276436 4.089792 2.084605 -4.8 7.0 -3.4
C -2.003324 5.056796 0.326257 0.5 1.1 -0.1
C -1.724914 3.806334 -0.704044 1.6 -0.5 -1.2
C -1.861878 2.251947 -0.101775 -1.3 0.8 0.4
O -0.573515 1.574170 -0.311381 -1.8 -2.3 1.0
C -0.621053 0.149412 0.050812 -0.5 -4.2 0.8
C -1.756348 -0.815745 -0.685603 2.1 -1.2 2.0
C -1.889820 -2.426446 -0.407205 2.9 2.1 1.9
C -3.004807 -3.370868 -1.170479 1.6 1.0 0.4
C -0.848150 -3.095632 0.670723 0.5 4.1 -0.8
C 0.295316 -2.151467 1.437169 -2.7 1.0 -2.8
C 0.461076 -0.516271 1.138190 -2.5 -2.0 -1.6
C 1.645898 0.322800 1.902065 0.6 0.0 0.3
C 2.382606 1.467748 0.959867 -0.6 0.3 -0.4
C 2.877142 -0.702032 2.382524 -0.9 0.4 -1.3
N -0.275780 3.776992 -1.217899 0.5 0.9 -2.9
C -0.205748 3.834187 -2.728827 -2.1 1.6 2.3
N 0.658581 3.172900 -3.565417 -1.4 1.6 3.3
C 1.702712 2.274366 -2.869263 1.1 -2.2 0.4
C 2.914842 1.817709 -3.890581 -0.1 1.0 0.3
C 4.357007 1.570053 -3.145629 0.9 -0.1 0.1
I 2.363882 -0.090512 -4.901054 0.0 1.1 0.4
N -1.386086 4.767535 -3.042911 2.6 -3.6 2.9
N -1.674520 4.883011 -4.393472 -0.3 1.6 -2.0
C -2.474718 4.110584 -2.167969 0.6 -1.0 -0.6
F -2.736381 2.867138 -2.985714 0.0 1.4 2.1
B -3.976862 4.790000 -2.147484 -3.8 1.7 -0.2
O -4.953654 4.681373 -1.021404 1.5 -0.4 -3.6
O -4.480172 5.552467 -3.344295 1.2 -3.8 1.4
H 2.285945 6.853084 2.383385 -0.8 -0.4 -2.3
H 2.407435 7.154020 0.440640 -1.5 -0.8 2.0
H 1.862426 5.459314 1.144631 -0.3 2.5 0.6
H -1.846158 6.058003 -0.301329 -0.3 -2.0 1.4
H -3.090970 5.110623 0.755143 2.0 -0.4 -0.9
H -2.104213 2.323905 1.042352 0.5 -0.2 -2.2
H -2.771420 1.781842 -0.668177 1.9 0.5 1.1
H -2.481157 -0.266632 -1.453829 1.7 -1.5 1.8
H -3.882500 -3.533902 -0.405600 1.7 0.1 -1.8
H -2.441642 -4.368097 -1.468918 -1.5 2.0 0.8
H -3.314373 -2.806787 -2.151152 0.3 -1.2 2.0
H -0.930766 -4.267173 0.869630 0.3 3.2 -0.4
H 0.979046 -2.740125 2.209743 -1.5 1.7 -1.8
H 1.173764 0.858502 2.857835 1.0 -1.2 -2.1
H 2.469560 1.055419 -0.155194 -0.1 0.9 2.4
H 3.470505 1.748035 1.362803 -2.5 -0.8 -0.8
H 1.724258 2.463289 0.940463 1.4 -2.2 0.0
H 3.819893 -0.042134 2.605224 -1.9 -1.5 -0.1
H 2.542127 -1.393457 3.266282 0.9 1.4 -1.8
H 3.125454 -1.339489 1.404759 -0.4 1.3 2.4
H 0.417265 4.342884 -0.681250 -0.6 -0.9 -0.9
H 0.584202 3.288143 -4.600001 0.1 -0.3 1.3
H 1.182320 1.259231 -2.517806 0.8 2.5 -0.7
H 2.142057 2.757110 -1.895057 -1.0 -0.5 -2.1
H 2.945360 2.621922 -4.747802 0.4 -1.7 1.7
H 5.072056 2.483736 -3.330241 -1.5 -1.7 0.4
H 4.934945 0.610402 -3.557036 -1.5 2.2 0.7
H 4.280961 1.405193 -1.978269 -0.2 0.4 -2.4
H -2.145153 5.828473 -4.482851 0.6 -1.4 0.0
H -0.753303 5.011067 -4.877118 -1.2 0.0 0.5
H -5.902967 4.657641 -1.398257 2.2 0.5 0.8
H -4.529596 4.848008 -4.073880 0.3 1.6 1.0
C -4.084608 -6.161420 3.836636 0.3 0.4 -0.1
C -3.323885 -5.538811 2.931107 -0.2 0.0 0.4
C -3.058475 -6.140706 1.609558 0.2 0.1 -0.3
O -2.360683 -5.572468 0.780883 -0.5 -0.7 0.4
C -3.667256 -7.455756 1.327013 -0.2 -0.3 0.1
C -4.427981 -8.078366 2.232542 0.2 0.0 -0.5
C -4.693389 -7.476470 3.554091 -0.6 -0.5 0.7
O -5.391182 -8.044709 4.382766 0.6 0.5 -0.7
H -4.288600 -5.734222 4.810874 0.0 0.0 0.0
H -2.870846 -4.573524 3.122927 0.0 0.0 0.0
H -3.463264 -7.882954 0.352776 0.0 0.0 0.0
H -4.881019 -9.043652 2.040722 0.0 0.0 0.0
C 5.252824 -5.360687 2.691845 0.1 -0.4 -0.1
C 5.144569 -6.507256 2.013622 0.2 0.3 0.4
C 4.219405 -6.636753 0.870595 -0.1 -0.9 -0.5
O 4.118215 -7.686405 0.250513 0.1 0.8 0.4
C 3.420170 -5.450339 0.505287 -0.2 0.5 0.1
C 3.528425 -4.303770 1.183510 -0.2 -0.3 -0.3
C 4.453589 -4.174273 2.326537 0.1 0.7 0.5
O 4.554779 -3.124621 2.946619 0.0 -0.7 -0.3
H 5.925972 -5.249054 3.533070 0.0 0.0 0.0
H 5.724429 -7.386171 2.268745 0.0 0.0 0.0
H 2.747022 -5.561972 -0.335939 0.0 0.0 0.0
H 2.948565 -3.424854 0.928387 0.0 -0.1 0.0
```
Positions in Å, forces in eV/Å.

(4)
An isolated ion of composition C7H21N2OSi and charge +1. Source: OMol25; level of theory: ωB97M-V/def2-TZVPD.

* 2S+1: 1
* energy relative to the best compared isomer or geometry (same formula, charge and spin): 15.9 kcal/mol
* charge: +1
* HOMO level: -13.34 eV
* SMILES: CC[NH2+][C@](N)(CC)[Si](C)(C)O
* E_LUMO: -2.4 eV

```
32
Properties=species:S:1:pos:R:3:forces:R:3
C -0.938651 2.768267 0.599854 -1.6 -3.6 -0.9
C 3.145645 -1.210120 0.792122 0.7 -1.3 -4.2
C -3.042948 -0.241413 0.646099 -0.2 2.2 -0.3
C -1.283121 -2.219412 -0.619004 0.5 0.3 -2.5
C -0.153450 2.270079 -0.610264 0.0 -1.1 0.8
C 2.393049 -0.730767 -0.461849 0.7 2.8 2.7
C -0.040737 0.650687 -0.676157 0.7 1.9 0.4
N 0.141898 0.263151 -1.971013 -0.8 -3.0 0.2
N 1.450456 0.269179 0.180537 -2.3 -0.5 -0.3
O -0.295857 -0.881210 1.574035 -1.8 -2.4 1.8
Si -1.264400 -0.593910 0.199071 0.2 0.7 1.4
H -0.893953 2.052413 1.397718 0.6 -0.2 0.9
H -2.019494 2.797207 0.462496 -0.2 -0.3 -0.8
H -0.797550 3.696423 0.936306 1.5 3.6 1.2
H 2.430942 -1.570805 1.393725 -2.4 -2.4 2.3
H 3.942523 -1.898400 0.549872 0.1 -0.2 0.3
H 3.470410 -0.407283 1.323534 1.6 2.5 1.1
H -3.493893 0.798468 0.785851 1.0 -1.2 -0.5
H -3.599983 -0.764850 -0.119454 -0.5 0.0 -0.1
H -3.232685 -0.699488 1.594680 -0.1 -0.7 0.6
H -0.447972 -2.817563 -0.251589 -0.3 -0.3 -0.2
H -2.261539 -2.638813 -0.504048 -0.4 -0.7 0.6
H -1.246970 -2.149753 -1.754345 0.2 -0.1 1.2
H 0.864938 2.706794 -0.650172 -0.4 -0.3 0.0
H -0.696440 2.627057 -1.470809 0.1 -0.2 -0.7
H 1.922957 -1.334294 -1.167862 -1.2 -1.7 -0.3
H 3.028893 -0.166323 -1.076749 1.1 0.9 -0.8
H 0.466782 0.886455 -2.682250 0.4 -0.2 -0.3
H 0.167428 -0.801235 -2.009808 0.1 2.4 -1.3
H 1.090869 -0.148190 1.078145 0.5 0.5 -0.8
H 1.807464 1.182038 0.375725 0.9 0.4 0.0
H -0.614621 -1.694402 2.135614 1.0 2.4 -1.5
```
Positions in Å, forces in eV/Å.

Number 1: maximum force 2.8 eV/A, calculated total energy -37926.7625 eV. Number 2: maximum force 7.2 eV/A, calculated total energy -116289.1787 eV. Number 3: maximum force 9.2 eV/A, calculated total energy -72774.0549 eV. Number 4: maximum force 4.4 eV/A, calculated total energy -20498.7842 eV.